Entry from the OMol25 dataset: the molecule C5H11N3O2S (ωB97M-V/def2-TZVPD).

Calculated values
- Maximum force: 1.6 eV Å⁻¹
- LUMO level: 0.78 eV
- Charge: 0
- ΔE to the lowest compared entry with this formula, charge and spin: 12.2 kcal/mol

Geometry (Å):
C: 0.82 -1.59 0.22
C: 0.91 -3.08 0.10
C: -1.51 2.31 0.97
C: -2.05 0.59 -0.85
C: -1.27 0.95 0.39
N: -0.26 -1.09 0.67
N: 1.90 -0.86 -0.22
N: -0.44 0.20 0.98
O: 3.64 0.88 -0.10
O: 1.47 1.54 -1.05
S: 2.25 0.79 0.21
H: 1.17 -3.37 -0.91
H: -0.05 -3.52 0.37
H: 1.67 -3.46 0.78
H: -0.77 2.53 1.73
H: -1.47 3.08 0.19
H: -2.50 2.35 1.42
H: -3.12 0.73 -0.66
H: -1.87 -0.45 -1.11
H: -1.77 1.23 -1.69
H: 0.53 1.61 -0.90
H: 2.70 -1.38 -0.54

Taken from the Löwdin analysis, the atomic charges in e are: -0.460 -0.022 -0.044 -0.027 -0.435 0.044 -0.101 0.005 -0.429 -0.272 0.905 0.080 0.080 0.084 0.080 0.079 0.084 0.083 0.070 0.083 0.011 0.103

Entry from the OMol25 dataset: a structure of composition C19H25NO3 (ωB97M-V/def2-TZVPD).

Calculated values
- Maximum force: 17.3 eV Å⁻¹
- LUMO level: 0.61 eV
- Charge: 0
- ΔE to the lowest compared entry with this formula, charge and spin: 453.0 kcal/mol

Geometry (Å):
C: 1.72 -3.53 -3.61
H: 2.64 -3.75 -3.38
O: 1.08 -2.60 -2.59
C: 1.02 -3.00 -1.43
C: 1.33 -4.21 -1.13
C: 1.34 -4.60 0.31
C: 0.89 -3.68 1.18
C: 0.17 -2.53 0.74
C: 0.40 -2.21 -0.59
C: 0.02 -0.73 -1.02
O: -1.11 -0.57 -0.73
C: 1.07 -0.07 -1.57
H: 1.84 -0.44 -2.17
C: 0.68 1.09 -2.50
C: -0.33 2.16 -2.03
C: 0.59 2.79 -0.74
N: 0.88 1.90 0.12
C: 0.31 1.47 1.36
O: 0.43 0.47 2.12
C: -0.76 2.36 1.96
H: -0.63 3.37 1.65
C: -0.96 2.07 3.47
H: -0.78 1.12 3.78
C: -2.47 2.28 3.63
C: -3.42 1.47 2.35
H: -3.13 0.59 2.49
C: -2.19 2.20 1.05
H: -2.68 2.90 0.84
H: -1.97 1.29 0.41
H: -4.14 1.92 2.10
H: -3.00 3.31 3.61
H: -3.10 1.84 4.39
H: -0.58 2.91 4.06
C: 1.78 0.89 -0.47
H: 2.68 1.40 -0.75
H: 2.02 0.05 0.62
H: 1.19 3.31 -1.08
H: 0.00 3.55 -0.15
H: -1.16 1.70 -1.65
H: -0.32 2.82 -2.62
H: 1.68 1.73 -2.99
H: 0.39 0.50 -3.31
H: -0.09 -1.79 1.38
H: 0.61 -3.92 2.17
H: 1.53 -5.73 0.71
H: 1.83 -4.88 -1.58
H: 1.67 -2.93 -4.66
H: 1.05 -4.28 -3.76

Taken from the Löwdin analysis, the atomic charges in e are: 0.069 0.031 -0.004 -0.484 0.000 -0.033 -0.114 0.040 -0.052 -0.355 0.167 -0.219 0.134 -0.137 0.003 -0.172 -0.065 -0.306 0.008 -0.185 0.100 -0.138 0.073 -0.159 0.087 -0.006 0.058 -0.045 0.089 -0.048 0.117 0.068 0.119 -0.029 0.113 0.224 0.007 0.155 0.068 -0.013 0.196 0.086 0.063 0.088 0.152 0.038 0.151 0.062

Entry from the OMol25 dataset: a cluster of 2 separate species, CH3N5O5S in total (ωB97M-V/def2-TZVPD).

Calculated values
- Maximum force: 3.9 eV Å⁻¹
- LUMO level: -1.41 eV
- Charge: 0
- ΔE to the lowest compared entry with this formula, charge and spin: 17.3 kcal/mol

Geometry (Å):
C: -1.76 -1.16 -1.14
N: -1.44 -0.39 -1.91
N: -1.69 -2.80 0.46
N: -2.16 -1.84 -0.07
N: 1.04 1.03 -0.50
N: 1.40 -0.21 -0.80
O: 2.27 -0.52 -1.57
O: 0.82 -0.97 0.00
O: -0.98 2.35 -0.40
O: -0.08 1.41 1.69
O: 1.43 2.00 -1.46
S: -0.58 1.10 0.18
H: 0.24 0.60 1.95
H: -0.89 -3.11 -0.08
H: 0.78 2.66 -1.46

Taken from the Löwdin analysis, the atomic charges in e are: -0.348 0.181 0.154 -0.032 -0.191 -0.440 0.146 -0.064 -0.376 -0.190 0.067 0.965 0.008 0.069 0.053

Entry from the OMol25 dataset: the molecule C21H20N2O5S2 (ωB97M-V/def2-TZVPD).

Calculated values
- SMILES: COc1ccc(NS(=O)(=O)c2cccc(NC(=O)CCC(=O)c3cccs3)c2)cc1
- Maximum force: 1.0 eV Å⁻¹
- LUMO level: -0.46 eV
- Charge: 0
- ΔE to the lowest compared entry with this formula, charge and spin: 5.0 kcal/mol

Geometry (Å):
C: 1.77 3.17 0.92
H: 1.28 4.14 0.75
O: 1.56 2.29 -0.16
C: 0.27 2.00 -0.51
C: -0.86 2.44 0.17
C: -2.13 2.08 -0.26
C: -2.29 1.25 -1.37
C: -1.16 0.81 -2.05
C: 0.10 1.19 -1.63
H: 0.98 0.87 -2.17
H: -1.27 0.17 -2.91
N: -3.57 0.86 -1.74
S: -4.64 0.35 -0.54
O: -5.53 -0.57 -1.18
O: -5.20 1.50 0.11
C: -3.53 -0.46 0.61
C: -2.60 -1.33 0.06
C: -1.56 -1.79 0.86
C: -1.52 -1.44 2.21
C: -2.50 -0.61 2.74
C: -3.50 -0.09 1.93
H: -4.23 0.60 2.31
H: -2.46 -0.35 3.79
H: -0.71 -1.79 2.83
N: -0.51 -2.55 0.35
C: -0.22 -2.78 -0.96
O: -0.94 -2.52 -1.90
C: 1.17 -3.38 -1.15
H: 1.17 -3.93 -2.10
H: 1.42 -4.06 -0.34
C: 2.20 -2.25 -1.22
C: 2.52 -1.64 0.13
O: 2.10 -2.11 1.18
C: 3.38 -0.47 0.11
C: 3.90 0.17 1.21
C: 4.71 1.26 0.87
C: 4.80 1.45 -0.48
S: 3.89 0.30 -1.36
H: 5.34 2.20 -1.01
H: 5.22 1.88 1.59
H: 3.70 -0.16 2.21
H: 3.14 -2.63 -1.63
H: 1.85 -1.47 -1.89
H: 0.25 -2.73 1.01
H: -2.67 -1.62 -0.97
H: -3.60 0.23 -2.54
H: -3.00 2.43 0.26
H: -0.78 3.08 1.04
H: 2.84 3.31 0.98
H: 1.41 2.74 1.86

Taken from the Löwdin analysis, the atomic charges in e are: -0.087 0.098 -0.118 -0.267 0.000 -0.020 -0.327 -0.017 -0.003 0.096 0.117 -0.050 0.672 -0.283 -0.284 -0.275 0.005 -0.189 -0.002 -0.059 -0.063 0.114 0.108 0.116 0.146 -0.459 0.072 -0.081 0.125 0.123 -0.126 -0.400 0.070 -0.445 -0.087 -0.183 -0.387 1.078 0.071 0.108 0.123 0.130 0.103 0.115 0.110 0.118 0.108 0.106 0.078 0.100

Entry from the OMol25 dataset: the molecule C19H32N2O2 (ωB97M-V/def2-TZVPD).

Calculated values
- SMILES: CC(NCCCNC1CCCCC1)=C1C(=O)CC(C)(C)CC1=O
- Maximum force: 0.5 eV Å⁻¹
- LUMO level: 0.77 eV
- Charge: 0
- ΔE to the lowest compared entry with this formula, charge and spin: 8.6 kcal/mol

Geometry (Å):
C: 1.18 2.18 0.79
C: 1.58 0.75 0.68
N: 0.62 -0.15 0.78
C: -0.78 0.11 0.98
C: -1.52 -1.19 1.29
C: -3.03 -0.96 1.34
N: -3.49 -0.46 0.07
H: -3.37 -1.18 -0.65
C: -4.86 0.04 0.03
C: -5.07 0.77 -1.30
C: -6.46 1.38 -1.36
C: -7.53 0.31 -1.19
C: -7.33 -0.43 0.13
C: -5.94 -1.04 0.20
H: -5.81 -1.56 1.15
H: -5.82 -1.79 -0.60
H: -8.08 -1.21 0.24
H: -7.46 0.27 0.96
H: -8.52 0.76 -1.22
H: -7.47 -0.40 -2.02
H: -6.60 1.89 -2.32
H: -6.57 2.13 -0.57
H: -4.95 0.06 -2.12
H: -4.31 1.54 -1.41
H: -4.95 0.76 0.85
H: -3.51 -1.90 1.65
H: -3.26 -0.21 2.10
H: -1.29 -1.92 0.51
H: -1.17 -1.59 2.24
H: -0.92 0.82 1.81
H: -1.24 0.55 0.09
C: 2.91 0.32 0.44
C: 3.17 -1.08 0.19
O: 2.30 -1.96 0.26
H: 0.93 -1.12 0.64
C: 4.57 -1.51 -0.17
C: 5.36 -0.44 -0.91
C: 5.38 0.79 -0.01
C: 4.01 1.27 0.45
O: 3.92 2.43 0.83
H: 5.95 0.56 0.90
H: 5.88 1.63 -0.49
C: 4.70 -0.10 -2.25
H: 5.27 0.66 -2.77
H: 4.66 -0.99 -2.88
H: 3.69 0.26 -2.10
C: 6.79 -0.92 -1.16
H: 7.37 -0.15 -1.66
H: 6.78 -1.81 -1.80
H: 7.28 -1.18 -0.23
H: 5.08 -1.76 0.76
H: 4.49 -2.43 -0.76
H: 1.98 2.84 0.48
H: 0.28 2.36 0.20
H: 0.95 2.41 1.83

Taken from the Löwdin analysis, the atomic charges in e are: 0.004 -0.189 0.074 -0.191 -0.167 -0.239 -0.047 0.125 -0.372 -0.164 -0.205 -0.213 -0.206 -0.161 0.106 0.121 0.108 0.114 0.107 0.113 0.108 0.113 0.118 0.113 0.150 0.112 0.123 0.119 0.119 0.128 0.121 -0.052 -0.339 0.024 0.101 -0.069 -0.563 -0.069 -0.359 0.035 0.138 0.134 -0.026 0.088 0.089 0.085 -0.049 0.084 0.084 0.083 0.140 0.133 0.071 0.088 0.106

Entry from the OMol25 dataset: the ion C3H5N2 with charge +1 (ωB97M-V/def2-TZVPD).

Calculated values
- Maximum force: 4.1 eV Å⁻¹
- LUMO level (alpha / beta): -5.04 / -5.04 eV
- Charge: +1
- ΔE to the lowest compared entry with this formula, charge and spin: 98.7 kcal/mol

Geometry (Å):
C: 2.24 -0.51 0.14
C: 0.30 0.95 0.01
C: -1.44 -0.70 0.01
N: 1.32 0.14 -0.04
N: -1.00 0.48 0.04
H: 3.08 -0.92 -0.33
H: 0.61 1.96 0.21
H: -0.77 -1.58 -0.05
H: -2.51 -0.90 -0.13
H: -1.83 1.07 0.14

Taken from the Löwdin analysis, the atomic charges in e are: 0.246 -0.114 0.100 0.047 0.032 0.104 0.143 0.121 0.126 0.193

Entry from the OMol25 dataset: a cluster of 5 separate species, H8IO4 in total (ωB97M-V/def2-TZVPD).

Calculated values
- Maximum force: 7.3 eV Å⁻¹
- LUMO level: 3.30 eV
- Charge: -1
- ΔE to the lowest compared entry with this formula, charge and spin: 27.8 kcal/mol

Geometry (Å):
I: 0.07 0.68 0.70
O: -3.13 1.85 1.49
H: -3.61 0.91 1.45
H: -2.20 1.69 1.22
O: 2.62 -0.66 -1.68
H: 3.17 -1.42 -1.50
H: 2.27 -0.21 -0.89
O: 1.61 -2.00 2.52
H: 2.13 -2.26 1.88
H: 0.98 -1.41 2.14
O: -1.24 1.32 -2.70
H: -1.69 0.42 -2.79
H: -0.99 1.08 -1.83

Taken from the Löwdin analysis, the atomic charges in e are: -0.013 -0.217 0.092 -0.188 -0.121 0.009 -0.080 -0.042 -0.082 -0.141 -0.133 0.067 -0.150

Entry from the OMol25 dataset: a structure of composition C40H41BN2O14Si2 (ωB97M-V/def2-TZVPD).

Calculated values
- Maximum force: 0.9 eV Å⁻¹
- LUMO level: -1.82 eV
- Charge: 0

Geometry (Å):
C: -1.01 -1.45 1.94
B: -1.55 -1.56 0.47
O: -2.91 -1.53 0.25
Si: -0.30 -1.85 -1.12
O: 0.87 -0.68 -1.27
Si: 0.62 0.82 -1.89
N: 1.81 1.22 -3.07
C: 0.51 2.11 -0.53
C: 1.02 1.71 0.86
C: 2.56 1.75 0.98
N: 3.11 0.43 1.26
H: -1.25 -0.48 2.38
H: -1.51 -2.21 2.57
H: 0.07 -1.60 2.02
H: -3.37 -0.76 0.60
H: 0.35 -3.16 -0.94
H: -1.05 -1.95 -2.40
H: -0.69 0.76 -2.60
H: 2.31 2.08 -2.89
H: 1.43 1.29 -4.01
H: -0.55 2.39 -0.46
H: 1.02 3.02 -0.85
H: 0.71 0.69 1.10
H: 0.59 2.37 1.62
H: 3.00 2.09 0.04
H: 2.81 2.49 1.75
H: 4.11 0.39 1.13
H: 2.88 0.11 2.19
C: 0.17 -5.34 3.37
C: -0.58 -5.86 4.34
C: -1.99 -6.25 4.10
O: -2.67 -6.72 5.00
C: -2.54 -6.05 2.74
C: -1.79 -5.53 1.77
C: -0.38 -5.13 2.01
O: 0.28 -4.63 1.13
H: 1.20 -5.04 3.52
H: -0.20 -6.02 5.35
H: -3.57 -6.35 2.59
H: -2.17 -5.36 0.77
C: 0.25 -2.91 -7.87
C: 0.06 -1.60 -7.73
C: -0.07 -0.99 -6.38
O: -0.25 0.20 -6.24
C: 0.02 -1.90 -5.21
C: 0.22 -3.20 -5.35
C: 0.35 -3.82 -6.70
O: 0.52 -5.01 -6.84
H: 0.34 -3.38 -8.85
H: -0.01 -0.92 -8.57
H: -0.08 -1.43 -4.24
H: 0.29 -3.88 -4.51
C: -4.83 -4.86 5.58
C: -4.16 -4.14 6.48
C: -3.59 -2.82 6.13
O: -2.96 -2.16 6.93
C: -3.80 -2.32 4.74
C: -4.47 -3.04 3.84
C: -5.04 -4.36 4.20
O: -5.65 -5.02 3.38
H: -5.25 -5.83 5.81
H: -3.99 -4.47 7.49
H: -3.36 -1.36 4.51
H: -4.63 -2.70 2.83
C: -4.13 0.03 -6.49
C: -3.45 -0.59 -7.45
C: -4.10 -1.55 -8.37
O: -3.48 -2.12 -9.24
C: -5.56 -1.80 -8.17
C: -6.24 -1.18 -7.21
C: -5.58 -0.22 -6.30
O: -6.21 0.35 -5.42
H: -3.67 0.73 -5.81
H: -2.39 -0.42 -7.61
H: -6.01 -2.51 -8.85
H: -7.30 -1.35 -7.05
C: 5.78 2.62 5.64
C: 4.47 2.74 5.47
C: 3.91 3.44 4.29
O: 2.71 3.55 4.13
C: 4.86 4.00 3.30
C: 6.18 3.89 3.48
C: 6.74 3.19 4.66
O: 7.94 3.09 4.83
H: 6.21 2.12 6.50
H: 3.74 2.33 6.17
H: 4.43 4.50 2.44
H: 6.90 4.29 2.78
C: 3.60 7.98 -0.07
C: 3.67 9.30 0.03
C: 3.65 9.98 1.36
O: 3.71 11.19 1.44
C: 3.57 9.12 2.57
C: 3.50 7.80 2.47
C: 3.52 7.12 1.14
O: 3.46 5.91 1.06
H: 3.61 7.46 -1.01
H: 3.73 9.95 -0.83
H: 3.56 9.64 3.52
H: 3.44 7.15 3.33

Löwdin atomic charge list, values in e, 99 entries: -0.056 -0.554 0.050 0.594 -0.390 0.351 -0.058 -0.255 -0.240 -0.279 0.007 0.069 0.050 0.055 0.101 -0.035 -0.034 0.016 0.022 0.013 0.069 0.072 0.073 0.104 0.108 0.077 0.061 0.064 0.027 0.026 -0.374 0.099 0.021 0.034 -0.385 0.084 0.124 0.123 0.116 0.130 0.031 0.005 -0.394 0.082 0.020 0.034 -0.380 0.111 0.125 0.125 0.067 0.124 0.004 0.020 -0.385 0.106 0.018 0.022 -0.395 0.098 0.126 0.125 0.118 0.120 0.033 0.025 -0.382 0.103 0.020 0.020 -0.384 0.107 0.125 0.093 0.121 0.121 0.020 0.020 -0.388 0.096 0.016 0.025 -0.388 0.106 0.122 0.121 0.087 0.122 0.022 0.024 -0.384 0.113 0.026 0.025 -0.373 0.086 0.122 0.123 0.124

Entry from the OMol25 dataset: the molecule C15H20N2O3 (ωB97M-V/def2-TZVPD).

Calculated values
- SMILES: CCCCOc1ccc(C(=O)N2CCNC(=O)C2)cc1
- Maximum force: 0.6 eV Å⁻¹
- LUMO level: 0.64 eV
- Charge: 0
- ΔE to the lowest compared entry with this formula, charge and spin: 22.4 kcal/mol

Geometry (Å):
C: 3.33 3.45 -4.32
C: 3.06 2.14 -3.59
C: 3.00 2.30 -2.07
C: 1.72 3.00 -1.60
O: 0.55 2.30 -1.96
C: 0.18 1.19 -1.27
C: 0.79 0.70 -0.12
C: 0.29 -0.43 0.50
C: -0.82 -1.10 0.00
C: -1.41 -0.62 -1.17
C: -0.93 0.51 -1.79
H: -1.39 0.89 -2.69
H: -2.25 -1.15 -1.59
C: -1.32 -2.36 0.60
O: -1.44 -3.39 -0.04
N: -1.64 -2.33 1.92
C: -1.75 -1.13 2.72
H: -0.85 -0.99 3.34
C: -2.94 -1.15 3.68
O: -3.66 -0.20 3.86
N: -3.05 -2.32 4.34
H: -3.82 -2.42 4.98
C: -2.20 -3.44 4.02
C: -2.12 -3.57 2.50
H: -1.44 -4.38 2.21
H: -3.12 -3.81 2.10
H: -2.61 -4.35 4.46
H: -1.20 -3.28 4.43
H: -1.85 -0.26 2.07
H: 0.79 -0.80 1.39
H: 1.65 1.19 0.30
H: 1.76 3.18 -0.52
H: 1.62 3.97 -2.10
H: 3.86 2.87 -1.72
H: 3.04 1.30 -1.61
H: 3.85 1.43 -3.83
H: 2.11 1.72 -3.93
H: 3.42 3.27 -5.38
H: 2.52 4.16 -4.16
H: 4.26 3.89 -3.96

Taken from the Löwdin analysis, the atomic charges in e are: -0.108 -0.257 -0.182 -0.196 -0.043 -0.260 -0.008 -0.031 -0.163 -0.005 0.013 0.120 0.123 -0.426 0.078 -0.035 -0.051 0.137 -0.480 0.071 0.071 0.151 -0.156 -0.129 0.129 0.138 0.127 0.124 0.135 0.120 0.106 0.120 0.122 0.117 0.104 0.106 0.107 0.070 0.065 0.073

Entry from the OMol25 dataset: a structure of composition C43H42Cl2F6MoN7O3PS2Te (ωB97M-V/def2-TZVPD).

Calculated values
- Maximum force: 3.6 eV Å⁻¹
- LUMO level (alpha / beta): 1.30 / 1.75 eV
- Multiplicity: 2
- Expectation value of S²: 0.831
- Charge: -1
- ΔE to the lowest compared entry with this formula, charge and spin: 1.0 kcal/mol

Geometry (Å):
Mo: 0.20 0.45 0.29
C: 3.00 2.32 6.33
C: 2.46 1.22 5.46
C: 3.22 0.72 4.41
C: 2.72 -0.25 3.56
C: 1.43 -0.73 3.76
C: 0.65 -0.25 4.81
C: 1.17 0.72 5.65
S: 0.78 -1.98 2.73
O: -0.04 -2.85 3.53
O: 1.91 -2.56 2.04
N: -0.13 -1.10 1.76
C: -1.34 -1.53 1.20
C: -2.22 -2.54 1.58
C: -3.30 -2.78 0.75
C: -3.54 -2.01 -0.38
C: -2.67 -0.99 -0.66
N: -1.59 -0.77 0.11
H: 2.95 3.28 5.81
H: 4.05 2.14 6.59
H: 2.43 2.41 7.25
H: 4.22 1.11 4.24
H: 3.32 -0.66 2.76
H: -0.35 -0.64 4.95
H: 0.57 1.11 6.46
H: -2.02 -3.13 2.45
H: -3.98 -3.59 1.00
H: -4.36 -2.21 -1.05
H: -2.78 -0.34 -1.52
C: 3.18 -5.15 -0.40
N: 2.28 -4.25 -1.12
N: 2.48 -2.89 -0.98
C: 1.30 -2.26 -0.89
O: 1.23 -1.01 -0.79
C: 0.28 -3.25 -0.98
C: 0.92 -4.44 -1.07
C: 0.33 -5.81 -1.12
C: 3.78 -2.31 -0.96
C: 4.72 -2.72 -1.89
C: 6.00 -2.18 -1.84
C: 6.32 -1.23 -0.87
C: 5.35 -0.81 0.03
C: 4.08 -1.35 -0.02
H: 4.21 -4.94 -0.67
H: 2.93 -6.16 -0.69
H: 3.06 -5.03 0.68
H: -0.77 -3.07 -1.03
H: -0.72 -5.73 -1.39
H: 0.40 -6.29 -0.14
H: 0.84 -6.44 -1.85
H: 4.45 -3.43 -2.66
H: 6.74 -2.50 -2.56
H: 7.32 -0.82 -0.83
H: 5.59 -0.05 0.76
H: 3.30 -1.03 0.67
F: -0.55 -0.69 -2.87
P: -1.02 -1.77 -4.02
F: 0.41 -2.51 -3.87
F: -1.64 -2.73 -2.85
F: -1.48 -2.84 -5.13
F: -0.43 -0.81 -5.16
F: -2.47 -1.04 -4.11
C: -5.77 0.27 0.42
C: -4.91 1.39 0.95
C: -5.46 2.62 1.29
C: -4.58 3.59 1.73
N: -3.27 3.38 1.82
C: -2.83 2.16 1.48
S: -1.09 1.99 1.74
N: -3.60 1.16 1.05
H: -6.82 0.47 0.58
H: -5.49 -0.67 0.89
H: -5.59 0.16 -0.66
H: -6.53 2.80 1.22
H: -4.93 4.57 2.01
Cl: 1.70 3.07 3.25
C: 2.98 2.87 2.12
C: 4.16 3.57 2.34
C: 5.19 3.47 1.43
C: 5.04 2.70 0.29
C: 3.85 2.02 0.07
Cl: 3.69 1.16 -1.40
C: 2.81 2.05 1.00
N: 1.67 1.29 0.76
H: 4.24 4.20 3.21
H: 6.12 4.00 1.61
H: 5.83 2.62 -0.44
C: 1.13 4.63 -7.30
C: 0.86 4.17 -5.89
C: -0.24 3.38 -5.59
C: -0.52 2.96 -4.29
C: -1.78 2.19 -4.04
C: 0.35 3.33 -3.25
Te: -0.16 2.94 -1.20
C: 1.46 4.14 -3.54
C: 2.43 4.62 -2.48
C: 1.70 4.54 -4.85
H: 0.28 4.42 -7.96
H: 2.01 4.13 -7.72
H: 1.32 5.71 -7.33
H: -0.92 3.09 -6.39
H: -2.28 1.94 -4.97
H: -2.45 2.76 -3.40
H: -1.56 1.26 -3.52
H: 1.92 5.03 -1.61
H: 3.09 5.39 -2.89
H: 3.05 3.80 -2.12
H: 2.56 5.16 -5.06

Löwdin atomic charge list, values in e, 99 entries: 1.299 -0.059 -0.337 -0.090 -0.060 -0.286 -0.044 -0.051 0.594 -0.299 -0.298 -0.242 -0.391 -0.003 -0.056 -0.090 -0.136 -0.061 0.057 0.078 0.074 0.117 0.098 0.120 0.113 0.093 0.108 0.114 0.120 0.006 -0.034 0.074 -0.389 -0.180 0.062 -0.238 -0.003 -0.184 -0.022 -0.079 -0.090 -0.126 -0.075 0.077 0.086 0.102 0.102 0.091 0.089 0.086 0.123 0.101 0.100 0.101 0.079 -0.190 0.166 -0.156 -0.185 -0.162 -0.144 -0.165 -0.033 -0.325 -0.037 -0.144 0.042 -0.764 0.454 0.117 0.071 0.068 0.085 0.099 0.103 0.802 -0.570 -0.107 -0.079 -0.116 -0.589 0.842 -0.378 -0.249 0.104 0.106 0.108 -0.064 -0.283 -0.023 -0.307 -0.107 -0.498 0.915 -0.322 -0.111 -0.041 0.067 0.075